# 1
Formula: C28H19N5O4Pt
Source: the OMol25 dataset
Level of theory: ωB97M-V/def2-TZVPD

```
57
C28H19N5O4Pt ωB97M-V/def2-TZVPD
Pt 0.07 0.11 -0.07
O -4.02 -0.09 -0.81
C -2.76 -0.20 -0.53
O -2.00 0.78 -0.60
C -2.30 -1.53 -0.14
C -3.08 -2.66 -0.06
C -2.50 -3.87 0.32
C -1.15 -3.92 0.62
C -0.45 -2.73 0.51
N -0.99 -1.59 0.16
C 1.08 -2.62 0.83
O 1.59 -3.63 1.22
O 1.53 -1.42 0.64
H -4.24 0.82 -1.10
H -4.13 -2.57 -0.31
H -3.09 -4.78 0.40
H -0.66 -4.83 0.92
C 2.29 3.78 0.25
C 2.76 3.95 -1.05
C 2.49 2.97 -1.99
C 1.74 1.86 -1.64
N 1.27 1.73 -0.38
C 1.56 2.66 0.55
C 1.37 0.77 -2.54
C 1.75 0.67 -3.87
C 1.35 -0.42 -4.63
C 0.56 -1.41 -4.07
C 0.17 -1.32 -2.73
C 0.57 -0.24 -1.98
H 2.49 4.51 1.02
H 3.32 4.83 -1.32
H 2.85 3.09 -3.00
H 1.20 2.48 1.55
H 2.37 1.43 -4.33
H 1.67 -0.51 -5.66
H 0.24 -2.26 -4.66
H -0.46 -2.10 -2.32
N -0.93 -2.62 10.38
C -0.88 -2.14 9.34
C -0.83 -1.53 8.04
C -1.15 -0.19 7.88
C -1.11 0.39 6.63
C -0.76 -0.37 5.52
C -0.44 -1.71 5.68
C -0.48 -2.29 6.93
N -0.73 0.24 4.22
C -1.12 1.52 3.90
C -0.94 1.66 2.56
N -0.43 0.49 2.05
C -0.33 -0.35 3.07
H -1.43 0.40 8.74
H -1.34 1.44 6.53
H -0.15 -2.32 4.83
H -0.23 -3.34 7.05
H -1.49 2.23 4.61
H -1.16 2.51 1.94
H 0.03 -1.36 3.01
```

For the relative energy (zero: lowest compared OMol25 entry of this formula, charge and spin), the calculation gives 6.0 kcal per mole. The gap between HOMO and LUMO comes out at 5.42 eV. The total charge is +2. For the energy, the calculation gives -48217.040 eV.

# 2
Formula: C10H13O2
Source: the OMol25 dataset
Level of theory: ωB97M-V/def2-TZVPD

```
25
C10H13O2 ωB97M-V/def2-TZVPD
C -0.48 1.76 -1.16
C -1.93 1.91 -0.47
C -0.76 0.98 -2.60
O 0.17 0.19 -2.96
O -1.87 1.11 -2.98
H 0.07 2.73 -1.31
H 0.03 1.08 -0.45
H -2.05 2.10 0.58
H -2.51 1.17 -0.74
H -2.14 2.90 -0.74
C -0.53 -1.78 -0.79
C 1.99 -0.31 2.44
C 2.64 -0.97 1.40
C 0.50 -0.29 2.45
C 1.80 -1.69 0.40
C -0.23 -0.82 1.44
C 0.40 -1.57 0.35
H 2.47 0.28 3.20
H 3.74 -0.87 1.26
H 0.03 0.38 3.28
H 2.31 -2.14 -0.32
H -1.25 -0.75 1.41
H -1.53 -1.23 -0.67
H -0.68 -2.78 -1.16
H -0.20 -1.38 -1.86
```

For the relative energy (zero: lowest compared OMol25 entry of this formula, charge and spin), the calculation gives 64.7 kcal per mole. The gap between HOMO and LUMO comes out at 7.54 eV. The total charge is -1. For the energy, the calculation gives -14674.799 eV.

# 3
Formula: C8H10I2O
Source: the OMol25 dataset
Level of theory: ωB97M-V/def2-TZVPD

```
21
C8H10I2O ωB97M-V/def2-TZVPD
C -0.43 -1.53 -1.93
C 0.02 -0.12 -2.19
C -1.75 -0.12 -0.71
C -1.55 -1.51 -1.20
C -0.78 0.66 -1.44
C 0.90 0.27 1.65
C 1.74 -0.01 0.69
C 0.49 1.70 2.02
O 0.37 -0.81 2.34
I 2.81 1.46 -0.39
I 2.40 -1.94 0.34
H -0.33 -2.37 -2.68
H 0.88 0.24 -2.83
H -2.78 0.19 -0.84
H -1.41 -0.22 0.39
H -2.12 -2.28 -0.89
H -0.75 1.71 -1.44
H 0.27 1.66 3.12
H -0.45 1.88 1.40
H 1.35 2.33 1.70
H 1.12 -1.18 2.88
```

For the relative energy (zero: lowest compared OMol25 entry of this formula, charge and spin), the calculation gives 33.2 kcal per mole. The gap between HOMO and LUMO comes out at 8.53 eV. The total charge is 0. For the energy, the calculation gives -26703.846 eV.

Highest occupied orbital energy (eV)
-14.11 -4.02 -8.39